[1]
Entry from the Open Molecules 2025 dataset: a structure of composition C26H41N4OsS3 in a non-equilibrium geometry (ωB97M-V with the def2-TZVPD basis set).

Properties
Multiplicity ... 5
Highest occupied orbital energy (alpha / beta) ... -10.814 / -11.521 eV
Total charge ... +1
ΔE to the lowest compared entry with this formula, charge and spin ... 0.474 eV
Calculated total energy ... -68552.1366 eV

```
75
Properties=species:S:1:pos:R:3:forces:R:3
Os -1.091740 -0.116088 0.105580 -0.22 -0.26 -0.23
C -0.567286 -0.655487 -2.083986 0.00 -0.02 0.08
C 0.565935 -0.774696 -1.199597 -0.05 0.02 -0.01
C 0.335192 -2.008714 -0.439022 -0.11 -0.07 -0.13
C -0.820057 -2.627222 -1.000847 0.11 0.31 -0.10
C -1.358070 -1.842974 -2.032859 0.14 -0.07 0.07
C -2.508932 -2.223861 -2.912968 -0.32 -0.05 -0.11
C -2.815216 -1.144172 -3.951177 0.13 -0.11 0.21
C -3.761749 -2.456760 -2.053043 0.20 0.09 -0.02
C -2.139635 -3.531400 -3.638500 0.08 0.16 0.11
C 1.146581 -2.699460 0.650507 -0.05 0.01 0.24
C 1.391183 -1.744154 1.841550 -0.15 -0.02 -0.15
C 0.373347 -3.908755 1.199809 0.05 0.17 -0.16
C 2.457253 -3.259367 0.070280 -0.19 0.19 -0.03
C 1.789854 0.092985 -1.470772 0.20 0.31 0.15
C 2.622018 -0.606676 -2.557013 -0.17 0.05 0.21
C 2.658466 0.390732 -0.245488 -0.16 -0.06 -0.14
C 1.318904 1.455597 -2.017185 -0.07 -0.20 0.13
H -0.647820 0.048623 -2.893686 -0.03 0.24 0.13
H -1.213771 -3.580796 -0.708892 -0.13 -0.12 0.24
H -3.123410 -0.218142 -3.470148 -0.02 0.16 0.02
H -3.629711 -1.477764 -4.589506 -0.05 0.00 -0.06
H -1.947851 -0.953462 -4.579527 0.05 0.08 -0.13
H -4.015472 -1.551545 -1.505475 -0.07 0.07 0.09
H -3.615120 -3.267735 -1.345684 0.00 -0.11 0.13
H -4.598490 -2.710387 -2.696023 -0.13 -0.07 -0.09
H -1.255546 -3.393857 -4.258074 0.08 -0.01 -0.08
H -2.961969 -3.840264 -4.278535 -0.10 -0.01 -0.05
H -1.941195 -4.332040 -2.931458 0.02 -0.13 0.08
H 0.830098 -2.081252 2.710832 -0.04 0.04 0.09
H 1.052371 -0.730565 1.611647 0.23 0.03 0.17
H 2.441457 -1.719516 2.112173 0.17 0.12 0.08
H -0.623204 -3.626526 1.532763 -0.13 -0.01 0.08
H 0.917094 -4.304158 2.053289 0.03 -0.06 0.07
H 0.296551 -4.699048 0.459060 -0.07 -0.17 -0.08
H 3.198846 -2.494902 -0.134770 0.05 0.10 -0.06
H 2.247724 -3.798350 -0.849232 0.06 -0.13 -0.16
H 2.883661 -3.961087 0.781529 0.10 -0.06 0.09
H 3.097468 -1.503106 -2.172514 0.10 -0.13 0.02
H 3.389898 0.070267 -2.922808 0.13 0.04 -0.03
H 1.987154 -0.890132 -3.392313 -0.04 -0.02 -0.17
H 3.067561 -0.503896 0.205447 0.08 -0.10 0.09
H 2.082612 0.933252 0.501927 -0.04 0.04 0.12
H 3.488218 1.024033 -0.550515 0.13 0.02 -0.06
H 1.005570 1.384788 -3.054046 -0.09 0.05 -0.14
H 2.142583 2.162993 -1.972128 0.07 0.09 -0.02
H 0.488092 1.847876 -1.419909 0.10 0.10 -0.04
S -3.059874 1.019020 -0.196272 -0.02 0.04 -0.37
C -3.592762 0.322795 1.310049 -0.57 0.13 0.30
S -2.352054 -0.707858 1.955624 0.09 -0.29 0.14
C -4.833673 0.533013 1.852592 1.21 -0.17 -0.58
C -5.252931 -0.070525 3.052814 0.05 -0.26 0.45
N -5.596484 -0.549992 4.035735 -0.08 -0.20 0.31
C -5.748337 1.370382 1.185329 -0.19 0.32 -0.30
N -6.450072 2.063140 0.601905 -0.31 0.28 -0.23
C 1.797043 1.638066 3.960596 0.06 -0.47 0.18
N 1.837724 2.867439 3.194572 -0.03 0.17 -0.36
C 2.452287 3.986181 3.883060 0.25 0.32 0.11
C 1.054711 3.017586 2.117106 -0.19 -0.34 -0.24
S -0.230533 1.899143 1.918686 -0.40 -0.44 0.01
N 1.236440 4.020729 1.251639 0.12 0.03 0.24
C 0.195611 4.455498 0.350616 -0.49 0.12 -0.24
C 2.486198 4.721848 1.046807 0.34 0.20 -0.01
H 2.682934 1.599502 4.589397 0.08 0.04 0.01
H 1.798380 0.775281 3.296283 0.00 0.07 0.09
H 0.909125 1.584438 4.594518 0.02 0.04 -0.02
H 2.214328 3.921040 4.943943 -0.04 -0.03 0.01
H 2.062803 4.929039 3.512945 0.01 0.00 0.01
H 3.538354 3.968798 3.774386 -0.01 0.07 0.04
H -0.757624 4.011917 0.623515 0.07 0.03 -0.02
H 0.436269 4.186329 -0.679358 0.01 -0.02 -0.02
H 0.108748 5.541460 0.411881 0.03 0.02 -0.03
H 3.323550 4.163794 1.454399 0.00 -0.02 0.02
H 2.466979 5.725799 1.477360 0.04 -0.04 0.01
H 2.633417 4.833307 -0.028818 0.04 -0.06 0.02
```
Forces are in eV/Å.

[2]
Entry from the Open Molecules 2025 dataset: a structure of composition C23H22N2O5S in a non-equilibrium geometry (ωB97M-V with the def2-TZVPD basis set).

Properties
Highest occupied orbital energy ... -8.537 eV
Total charge ... 0
ΔE to the lowest compared entry with this formula, charge and spin ... 24.172 eV
Calculated total energy ... -48239.6247 eV

```
53
Properties=species:S:1:pos:R:3:forces:R:3
C -4.005688 -4.050012 1.893805 -0.80 1.63 -6.65
C -3.627034 -2.610883 1.543222 -0.60 -2.59 3.71
C -3.061657 -1.705911 2.504359 -1.97 -8.15 3.52
C -2.924642 -0.486814 2.272328 1.20 6.29 -2.48
C -3.262394 -0.057672 0.918349 4.84 7.68 6.73
C -3.931912 -0.763246 0.145937 -4.21 -2.29 -7.19
C -4.201732 -2.146248 0.495827 -1.23 3.06 -8.69
H -4.591789 -2.601598 -0.563946 0.47 -0.13 3.45
H -4.219286 -0.201362 -0.938681 0.34 -2.20 3.05
C -2.983948 1.534431 0.793880 2.21 -2.55 0.78
N -1.974210 2.079745 -0.071336 3.34 -0.53 -3.28
S -2.233579 1.782223 -1.834349 12.62 -7.05 7.46
O -1.316322 2.468868 -2.544207 4.00 5.42 -3.76
O -3.517975 1.755372 -1.947891 -15.04 0.41 -2.12
C -1.438773 0.034110 -2.216344 2.58 2.64 17.30
H -1.762096 -0.223386 -2.984452 -4.38 -4.02 -12.82
H -1.819817 -0.830989 -1.348802 0.58 2.51 -2.48
H -0.390638 0.058197 -1.899848 -0.15 0.41 -1.18
C -0.479816 1.993581 0.288921 -10.27 -10.15 6.83
C 0.225525 2.960315 0.042329 4.94 6.74 -4.68
C 1.540631 2.914151 0.197816 4.11 0.06 4.74
C 1.988071 1.990452 1.229930 6.76 3.19 -4.92
C 1.251101 1.014374 1.602228 -4.77 -6.64 3.96
C -0.139847 0.943164 1.361879 8.63 12.24 -4.72
H -0.723107 0.274731 1.299314 -7.48 -9.60 0.54
H 1.725225 0.142880 2.177036 -0.76 1.32 -0.64
C 3.567957 1.695509 1.410086 -4.90 18.63 3.99
O 4.179493 2.978239 1.880287 -2.41 -7.24 -2.36
N 4.136761 0.670950 1.266538 6.39 -8.81 -0.98
C 3.801551 -0.464097 0.539200 -6.30 7.56 -5.53
C 4.209019 -1.569087 0.836168 3.08 -12.85 2.59
C 3.744937 -2.873723 0.132314 6.90 1.25 10.01
C 2.934055 -2.676253 -0.772246 -3.57 -5.82 -4.17
C 2.466042 -1.585620 -1.253918 -0.57 14.23 -1.46
C 2.883790 -0.364623 -0.636561 -0.15 2.15 -0.76
H 2.655283 0.864327 -0.981007 0.32 -4.33 0.68
O 1.663467 -1.597797 -2.466027 2.88 0.03 5.65
C 1.543131 -2.975450 -2.259683 -7.84 -1.17 -14.94
O 2.303183 -3.639199 -1.553646 4.45 -3.95 6.79
H 0.377060 -3.183305 -2.349093 2.10 -0.09 1.22
H 1.995758 -3.302501 -3.377526 -2.10 0.13 1.51
H 3.973736 -3.743902 0.827259 -0.39 0.74 -1.99
H 4.775748 -1.793125 1.755068 -0.04 0.40 -0.54
H 5.101042 0.518655 1.571302 -0.17 1.16 0.33
H 2.136316 3.771627 -0.116446 0.32 -0.63 -0.07
H 0.009860 3.620057 -0.722688 -1.54 1.72 -1.10
H -3.816478 1.907912 0.360251 -3.14 1.45 -0.50
H -2.702346 1.961162 1.780810 -0.81 -0.39 -0.46
H -2.530634 0.247783 2.982152 -0.28 -0.34 -0.18
H -3.105671 -2.158681 3.542302 0.92 0.67 -1.06
H -3.275214 -4.428187 2.417549 3.37 -2.52 3.40
H -5.001065 -4.116712 2.245564 -0.76 -0.32 0.54
H -3.893374 -4.555163 0.782036 -0.72 0.66 2.92
```
Forces are in eV/Å.